1.
Molecular formula: C4H7N2
Method: DFT, the ωB97M-V functional and the def2-TZVPD basis

Results
- Molecular weight: 83.1 g mol⁻¹
- E_HOMO: -0.559 Eh
- Charge: +1
- Calculated total energy: -7230.8466 eV
- Energy above the lowest of the compared OMol25 structures with the same formula, charge and spin: 4.892 eV
- LUMO energy: -5.190 eV

Last column: Mulliken charge in e.
Atoms and positions in Å:
C1 -2.217 0.060 0.004  -0.298
N1 -0.994 0.427 0.076  -0.440
C2 -0.068 -0.465 -0.525  0.248
C3 1.045 -1.014 0.329  -0.609
N2 1.213 0.180 -0.362  0.059
C4 1.401 1.382 -0.065  -0.107
H1 -2.461 -0.928 -0.263  0.245
H2 -2.996 0.466 0.662  0.277
H3 -0.260 -1.165 -1.411  0.423
H4 1.059 -0.843 1.348  0.366
H5 1.393 -1.980 0.018  0.265
H6 2.085 1.737 0.821  0.291
H7 0.801 2.143 -0.632  0.281

---

2.
Molecular formula: C4H7N2
Method: DFT, the ωB97M-V functional and the def2-TZVPD basis

Results
- Molecular weight: 83.1 g mol⁻¹
- E_HOMO (spin up / spin down): -0.486 / -0.486 Eh
- Charge: +1
- Calculated total energy: -7229.2027 eV
- Energy above the lowest of the compared OMol25 structures with the same formula, charge and spin: 6.536 eV
- LUMO energy (spin up / spin down): -6.757 / -6.761 eV

Last column: Mulliken charge in e.
Atoms and positions in Å:
C1 -1.505 -0.215 -0.001  0.325
C2 -2.696 0.208 -0.072  -0.666
C3 -0.132 -0.534 0.104  -0.144
C4 0.970 0.708 0.026  -0.521
N1 3.071 -0.458 -0.068  -0.347
N2 2.357 0.480 0.004  0.124
H1 -2.995 1.246 0.045  0.290
H2 -3.536 -0.452 -0.250  0.282
H3 0.049 -1.030 1.063  0.328
H4 0.164 -1.172 -0.736  0.328
H5 0.758 1.286 -0.878  0.389
H6 0.778 1.364 0.878  0.368
H7 2.717 -1.431 -0.114  0.245

---

3.
Molecular formula: C4H7N2
Method: DFT, the ωB97M-V functional and the def2-TZVPD basis

Results
- Molecular weight: 83.1 g mol⁻¹
- E_HOMO: -0.576 Eh
- Charge: +1
- Calculated total energy: -7230.2293 eV
- Energy above the lowest of the compared OMol25 structures with the same formula, charge and spin: 5.509 eV
- LUMO energy: -5.287 eV

Last column: Mulliken charge in e.
Atoms and positions in Å:
H1 2.888 0.823 -0.180  0.305
N1 2.298 -0.012 0.048  -0.666
N2 1.099 0.047 0.001  0.634
C1 0.065 -1.360 0.126  -0.406
C2 -0.992 -0.370 -0.460  -0.212
C3 -1.264 0.798 0.554  -0.598
C4 -0.090 0.819 -0.434  -0.053
H2 -0.099 -1.421 1.176  0.327
H3 0.618 -2.208 -0.425  0.314
H4 -1.641 -0.704 -1.220  0.424
H5 -2.102 1.542 0.466  0.312
H6 -0.885 0.571 1.620  0.203
H7 0.104 1.474 -1.272  0.417

---

4.
Molecular formula: C4H7N2
Method: DFT, the ωB97M-V functional and the def2-TZVPD basis

Results
- Molecular weight: 83.1 g mol⁻¹
- E_HOMO: -0.407 Eh
- Charge: +1
- Calculated total energy: -7227.8272 eV
- Energy above the lowest of the compared OMol25 structures with the same formula, charge and spin: 7.911 eV
- LUMO energy: -6.121 eV

Last column: Mulliken charge in e.
Atoms and positions in Å:
C1 -0.833 1.970 0.835  0.008
C2 -0.756 0.509 0.364  -0.260
C3 -0.140 -1.508 -1.525  -0.486
C4 0.075 -0.176 -0.761  -0.123
N1 -0.042 1.169 1.474  -0.121
N2 0.772 -1.433 -0.382  -0.213
H1 -1.149 2.978 0.704  0.398
H2 -1.606 -0.107 0.655  0.403
H3 0.320 -1.563 -2.500  0.167
H4 0.759 0.538 -1.222  0.352
H5 0.371 1.036 2.384  0.304
H6 0.440 -1.914 0.454  0.290
H7 1.789 -1.499 -0.479  0.282

---

5.
Molecular formula: C4H7N2
Method: DFT, the ωB97M-V functional and the def2-TZVPD basis

Results
- Molecular weight: 83.1 g mol⁻¹
- E_HOMO: -0.569 Eh
- Charge: +1
- Calculated total energy: -7230.9064 eV
- Energy above the lowest of the compared OMol25 structures with the same formula, charge and spin: 4.832 eV
- LUMO energy: -6.244 eV

Last column: Mulliken charge in e.
Atoms and positions in Å:
C1 -1.182 0.215 0.044  0.425
C2 -0.094 -0.753 -0.276  -0.406
C3 -2.505 0.176 0.201  -0.669
C4 2.136 0.398 0.068  -0.648
N1 0.778 0.332 0.062  0.670
N2 -0.152 1.181 0.286  -0.528
H1 -0.156 -1.621 0.336  0.302
H2 0.063 -1.098 -1.381  0.294
H3 -3.006 -0.748 -0.208  0.233
H4 -3.257 0.906 0.339  0.355
H5 2.607 -0.072 -0.817  0.287
H6 2.348 1.359 0.371  0.348
H7 2.419 -0.275 0.976  0.338

---

6.
Molecular formula: C4H7N2
Method: DFT, the ωB97M-V functional and the def2-TZVPD basis

Results
- Molecular weight: 83.1 g mol⁻¹
- E_HOMO: -0.569 Eh
- Charge: +1
- Calculated total energy: -7229.8409 eV
- Energy above the lowest of the compared OMol25 structures with the same formula, charge and spin: 5.897 eV
- LUMO energy: -6.371 eV

Last column: Mulliken charge in e.
Atoms and positions in Å:
C1 -0.866 -1.289 -1.325  -0.495
C2 -1.112 -1.528 -0.013  0.095
N1 -0.653 -0.681 0.921  -0.589
N2 0.101 0.234 0.652  0.626
C3 0.946 1.009 -0.141  -0.438
C4 0.716 1.290 1.322  -0.367
H1 0.022 -0.673 -1.546  0.209
H2 -1.172 -1.782 -2.246  0.305
H3 -1.771 -2.329 0.327  0.406
H4 0.402 1.768 -0.815  0.328
H5 1.869 0.545 -0.462  0.360
H6 1.530 1.233 2.103  0.306
H7 -0.012 2.201 1.223  0.253

---

7.
Molecular formula: C4H7N2
Method: DFT, the ωB97M-V functional and the def2-TZVPD basis

Results
- Molecular weight: 83.1 g mol⁻¹
- E_HOMO: -0.557 Eh
- Charge: +1
- Calculated total energy: -7228.1362 eV
- Energy above the lowest of the compared OMol25 structures with the same formula, charge and spin: 7.602 eV
- LUMO energy: -7.412 eV

Last column: Mulliken charge in e.
Atoms and positions in Å:
C1 0.524 -1.317 -0.346  -1.165
C2 0.489 0.139 0.112  0.739
C3 -0.977 0.314 1.009  0.103
N1 -1.876 0.114 0.218  -0.215
C4 -0.846 0.825 -0.650  -0.485
N2 1.421 0.953 0.331  -0.444
H1 1.224 -1.484 -1.155  0.353
H2 0.777 -2.026 0.451  0.367
H3 -0.460 -1.612 -0.654  0.381
H4 -0.859 0.866 1.932  0.355
H5 -0.914 1.900 -0.532  0.347
H6 -0.698 0.542 -1.690  0.342
H7 2.195 0.785 0.973  0.323

---

8.
Molecular formula: C4H7N2
Method: DFT, the ωB97M-V functional and the def2-TZVPD basis

Results
- Molecular weight: 83.1 g mol⁻¹
- Multiplicity: 3
- E_HOMO (spin up / spin down): -0.459 / -0.591 Eh
- Charge: +1
- Calculated total energy: -7227.1686 eV
- Energy above the lowest of the compared OMol25 structures with the same formula, charge and spin: 3.564 eV
- LUMO energy (spin up / spin down): -4.350 / -7.966 eV

Last column: Mulliken charge in e.
Atoms and positions in Å:
C1 -1.589 -0.745 0.603  0.168
C2 0.624 -0.296 -0.219  -0.538
C3 0.797 -1.723 -0.049  0.018
C4 -1.099 1.453 0.051  -0.985
N1 -0.686 0.099 0.247  0.123
N2 -0.157 -2.361 0.419  -0.239
H1 1.546 0.100 0.169  0.340
H2 0.919 0.113 -1.160  0.413
H3 1.790 -2.248 -0.275  0.364
H4 -1.493 1.763 1.000  0.377
H5 -0.410 2.180 -0.247  0.406
H6 -2.063 1.404 -0.623  0.314
H7 -0.165 -3.325 0.552  0.238

---

- Number 5 is which compound?
  C4H7N2

---

Please write out number 8 again, unchanged.
Molecular formula: C4H7N2
Method: DFT, the ωB97M-V functional and the def2-TZVPD basis

Results
- Molecular weight: 83.1 g mol⁻¹
- Multiplicity: 3
- E_HOMO (spin up / spin down): -0.459 / -0.591 Eh
- Charge: +1
- Calculated total energy: -7227.1686 eV
- Energy above the lowest of the compared OMol25 structures with the same formula, charge and spin: 3.564 eV
- LUMO energy (spin up / spin down): -4.350 / -7.966 eV

Last column: Mulliken charge in e.
Atoms and positions in Å:
C1 -1.589 -0.745 0.603  0.168
C2 0.624 -0.296 -0.219  -0.538
C3 0.797 -1.723 -0.049  0.018
C4 -1.099 1.453 0.051  -0.985
N1 -0.686 0.099 0.247  0.123
N2 -0.157 -2.361 0.419  -0.239
H1 1.546 0.100 0.169  0.340
H2 0.919 0.113 -1.160  0.413
H3 1.790 -2.248 -0.275  0.364
H4 -1.493 1.763 1.000  0.377
H5 -0.410 2.180 -0.247  0.406
H6 -2.063 1.404 -0.623  0.314
H7 -0.165 -3.325 0.552  0.238